# 1
90
Properties=species:S:1:pos:R:3:mulliken_charge:R:1 method="wB97M-V/def2-TZVPD" largest_force_ev_per_a=2.78 spin_multiplicity=1 homo_lumo_gap_ev="6.4 / 6.4" e_lumo_ev="-2.03 / -2.03" homo_ev="-8.46 / -8.46" charge=0
Pd -0.003 0.028 -0.341 0.07
C 2.625 -1.595 4.365 -1.49
C 2.576 -1.377 2.894 0.55
C 3.565 -1.614 1.961 -1.27
C 3.014 -1.240 0.729 -0.92
N 1.778 -0.804 0.926 1.80
N 1.503 -0.893 2.236 -0.87
B 0.131 -0.526 2.818 -0.39
N -0.116 0.970 2.535 0.46
N 0.156 1.512 1.343 1.08
C 0.000 2.829 1.425 -0.62
C -0.380 3.149 2.732 -1.27
C -0.445 1.944 3.407 0.45
C -0.816 1.705 4.825 -1.38
C 0.216 3.783 0.281 2.91
C 0.684 3.006 -0.948 -0.78
C -1.113 4.491 -0.017 -1.71
C 1.281 4.818 0.667 -1.97
N -0.923 -1.416 2.117 0.63
N -0.857 -1.680 0.807 0.93
C -1.781 -2.584 0.502 -0.48
C -2.470 -2.922 1.672 -1.24
C -1.901 -2.158 2.675 0.46
C -2.261 -2.096 4.113 -1.41
C -2.011 -3.129 -0.884 2.57
C -2.049 -4.663 -0.834 -1.99
C -0.887 -2.687 -1.821 -0.92
C -3.360 -2.599 -1.386 -1.48
C 3.655 -1.335 -0.624 2.96
C 2.703 -0.786 -1.681 -1.59
C 4.960 -0.528 -0.640 -1.96
C 3.956 -2.809 -0.922 -1.85
H 3.601 -1.980 4.646 0.40
H 1.863 -2.310 4.668 0.27
H 2.448 -0.663 4.900 0.26
H 4.547 -1.998 2.140 0.60
H 0.110 -0.725 3.979 -0.07
H -0.580 4.125 3.126 0.59
H -1.090 2.648 5.291 0.40
H 0.011 1.266 5.380 0.24
H -1.660 1.022 4.887 0.17
H -0.069 2.249 -1.200 -1.03
H 1.637 2.515 -0.740 0.20
H 0.814 3.656 -1.810 0.62
H -1.895 3.760 -0.221 0.19
H -1.013 5.148 -0.878 0.46
H -1.426 5.088 0.837 0.41
H 2.225 4.326 0.889 0.41
H 0.973 5.384 1.543 0.36
H 1.440 5.512 -0.155 0.46
H -3.273 -3.623 1.776 0.55
H -3.102 -2.755 4.308 0.41
H -2.541 -1.080 4.386 0.15
H -1.419 -2.394 4.734 0.25
H -1.120 -5.054 -0.425 0.41
H -2.179 -5.066 -1.836 0.45
H -2.871 -5.009 -0.214 0.35
H 0.044 -3.180 -1.549 0.22
H -0.743 -1.595 -1.762 -0.56
H -1.117 -2.938 -2.855 0.52
H -4.161 -2.916 -0.723 0.36
H -3.570 -2.969 -2.386 0.48
H -3.355 -1.511 -1.406 0.06
H 2.482 0.267 -1.480 -0.29
H 1.768 -1.356 -1.678 -0.14
H 3.149 -0.871 -2.668 0.83
H 4.764 0.520 -0.419 0.38
H 5.426 -0.596 -1.621 0.45
H 5.659 -0.906 0.101 0.40
H 3.042 -3.398 -0.876 0.35
H 4.659 -3.213 -0.198 0.39
H 4.381 -2.911 -1.917 0.47
O -0.062 0.374 -2.797 -0.45
N 0.584 1.308 -3.466 -0.49
C 1.437 0.984 -4.390 0.89
C 1.724 -0.334 -4.825 0.15
N 1.849 -1.424 -5.163 -0.60
C 2.101 2.038 -5.056 -0.06
N 2.645 2.887 -5.605 -0.50
S -2.570 0.867 -0.171 -0.17
C -3.222 1.378 -1.620 0.53
N -2.492 1.279 -2.772 0.51
C -3.000 1.656 -3.945 0.05
C -4.280 2.140 -4.015 -0.89
C -4.981 2.224 -2.798 -0.13
N -4.471 1.869 -1.654 -0.64
H -1.477 0.893 -2.710 -0.18
H -2.355 1.553 -4.806 0.42
H -4.722 2.450 -4.943 0.40
H -5.998 2.594 -2.771 0.44

# 2
102
Properties=species:S:1:pos:R:3:mulliken_charge:R:1 method="wB97M-V/def2-TZVPD" largest_force_ev_per_a=5.72 spin_multiplicity=6 homo_lumo_gap_ev="10.1 / 9.2" e_lumo_ev="0.43 / -0.68" de_lowest_ev=3.575 homo_ev="-9.67 / -9.87" charge=0
Fe -12.742 -17.301 6.671 0.09
C -9.073 -18.366 5.398 -1.18
C -10.494 -17.964 5.766 1.11
O -11.045 -16.844 5.638 -0.37
O -11.314 -18.751 6.268 -0.45
H -8.292 -18.492 6.145 0.33
H -8.748 -17.559 4.740 0.33
H -9.218 -19.232 4.751 0.23
C -12.928 -15.888 10.452 -1.25
C -12.872 -16.492 9.043 1.09
O -11.814 -16.662 8.383 -0.55
O -13.824 -16.832 8.351 -0.49
H -13.583 -15.019 10.407 0.26
H -11.900 -15.738 10.778 0.34
H -13.360 -16.570 11.185 0.35
C -16.008 -18.531 4.720 -0.16
C -14.770 -18.146 5.422 2.18
O -14.125 -17.137 5.170 -0.26
O -14.196 -18.730 6.342 -1.05
H -16.841 -18.357 5.402 -0.14
H -15.975 -19.571 4.396 0.02
H -16.084 -18.000 3.773 -0.06
C -15.113 -22.075 6.152 0.73
C -15.252 -23.121 7.243 0.23
O -14.140 -23.937 6.969 -0.33
C -14.007 -23.966 5.659 0.51
O -13.210 -24.696 5.099 -0.59
O -14.656 -22.914 5.111 -0.14
F -16.476 -23.768 7.023 -0.34
H -14.481 -21.254 6.493 -0.21
H -16.063 -21.587 5.938 -0.45
H -15.295 -22.656 8.227 0.47
C -20.631 -20.983 4.172 -0.66
C -19.298 -20.334 4.088 1.27
O -19.782 -19.026 4.089 -0.17
C -21.015 -18.879 3.673 0.49
O -21.650 -17.843 3.592 -0.55
O -21.504 -20.165 3.462 -0.41
F -18.703 -20.551 2.968 -0.35
H -20.904 -20.989 5.229 0.29
H -20.549 -22.049 3.958 0.47
H -18.674 -20.694 4.906 -0.41
C -15.827 -13.835 6.833 -0.36
O -14.771 -13.270 6.139 -0.34
C -13.473 -13.787 6.045 0.39
O -13.046 -14.921 6.330 -0.10
O -12.674 -12.795 5.605 -0.39
C -11.280 -12.998 5.456 -0.58
H -15.615 -13.961 7.896 0.26
H -15.844 -14.852 6.437 0.05
H -16.781 -13.311 6.787 0.30
H -10.787 -12.090 5.110 0.28
H -11.147 -13.743 4.671 0.20
H -10.647 -13.346 6.273 0.26
C -13.094 -15.782 2.696 0.05
O -12.376 -15.420 1.591 -0.34
C -12.705 -15.943 0.368 0.77
O -13.647 -16.646 0.084 -0.60
O -11.807 -15.597 -0.451 -0.34
C -11.867 -15.972 -1.812 -0.67
H -13.864 -16.533 2.515 0.44
H -13.525 -14.907 3.181 -0.29
H -12.372 -16.262 3.357 -0.12
H -11.328 -16.906 -1.967 0.26
H -11.356 -15.124 -2.268 0.25
H -12.893 -15.952 -2.178 0.33
C -11.187 -20.500 2.692 -0.62
O -12.184 -21.139 1.885 -0.42
C -13.449 -21.191 2.146 0.88
O -14.089 -20.435 2.851 -0.49
O -13.902 -22.168 1.479 -0.40
C -15.277 -22.461 1.578 -0.44
H -10.931 -21.096 3.569 0.38
H -11.435 -19.532 3.128 0.11
H -10.245 -20.480 2.144 0.35
H -15.622 -23.297 0.971 0.25
H -15.673 -21.473 1.343 0.28
H -15.559 -22.778 2.583 0.07
C -15.731 -12.159 2.715 -0.58
O -16.696 -13.131 2.418 -0.44
C -16.806 -14.232 3.084 0.60
O -15.957 -14.692 3.864 -0.32
O -17.867 -14.905 2.613 -0.45
C -18.136 -16.256 2.972 -0.09
H -15.778 -11.398 1.936 0.28
H -14.687 -12.453 2.818 0.20
H -16.037 -11.640 3.624 0.31
H -17.758 -16.896 2.174 0.34
H -19.206 -16.409 3.110 0.27
H -17.658 -16.601 3.888 -0.08
C -18.461 -17.319 7.772 -0.63
O -19.210 -18.488 7.463 -0.33
C -18.568 -19.658 7.761 0.96
O -17.543 -19.838 8.411 -0.58
O -19.342 -20.658 7.284 -0.31
C -19.021 -21.946 7.641 -0.59
H -18.663 -17.064 8.813 0.37
H -18.887 -16.472 7.232 0.29
H -17.410 -17.323 7.486 0.16
H -18.175 -22.307 7.056 0.11
H -19.762 -22.725 7.463 0.27
H -18.782 -21.925 8.704 0.36

# 3
14
Properties=species:S:1:pos:R:3:mulliken_charge:R:1 method="wB97M-V/def2-TZVPD" largest_force_ev_per_a=0.94 spin_multiplicity=1 homo_lumo_gap_ev=10.7 smiles=OCC1(O)CC1 e_lumo_ev=0.85 de_lowest_ev=1.912 homo_ev=-9.83 charge=0
O -1.498 1.064 -1.237 -0.50
C -1.285 -0.042 -0.380 -0.99
C -0.010 0.081 0.461 1.03
O -0.200 0.863 1.604 -0.57
C 1.352 0.105 -0.212 -0.64
C 0.891 -1.100 0.574 -0.70
H -0.691 1.083 -1.781 0.35
H -1.324 -0.962 -0.981 0.30
H -2.159 -0.043 0.276 0.36
H -0.663 1.655 1.294 0.33
H 2.136 0.730 0.218 0.27
H 1.435 -0.014 -1.290 0.27
H 0.594 -1.985 -0.006 0.21
H 1.383 -1.305 1.520 0.28

# 4
16
Properties=species:S:1:pos:R:3:mulliken_charge:R:1 method="wB97M-V/def2-TZVPD" largest_force_ev_per_a=6.32 spin_multiplicity=1 homo_lumo_gap_ev="8.2 / 8.2" e_lumo_ev="-0.53 / -0.53" de_lowest_ev=8.430 homo_ev="-8.71 / -8.71" charge=0
C 0.994 1.646 0.430 -0.49
C 1.553 0.495 0.067 0.40
C -0.907 0.477 0.003 0.87
C -2.406 0.270 0.110 -1.10
N -0.372 1.660 0.384 -0.59
N -0.017 -0.433 -0.294 0.13
N -0.109 -1.729 -0.437 -0.59
N 2.628 -0.302 -0.053 0.90
O 3.618 0.204 0.468 -0.58
O 2.670 -1.424 -0.600 -0.64
H 1.466 2.663 0.663 0.37
H -2.902 0.919 0.889 0.29
H -3.071 0.501 -0.783 0.23
H -2.727 -0.743 0.341 0.31
H 0.594 -2.106 -1.078 0.27
H -1.013 -2.097 -0.111 0.21

# 5
62
Properties=species:S:1:pos:R:3:mulliken_charge:R:1 method="wB97M-V/def2-TZVPD" largest_force_ev_per_a=1.39 spin_multiplicity=1 homo_lumo_gap_ev=9.8 smiles="CN(CC[C@@H]1CCCCO1)C(=O)CCc1nnc(CCCCc2ccccc2)o1" e_lumo_ev=0.90 de_lowest_ev=1.069 homo_ev=-8.92 charge=0
C 0.456 1.754 -1.735 -1.33
N -0.768 0.991 -1.850 0.29
C -1.964 1.634 -1.352 -1.49
C -2.216 1.326 0.133 0.28
C -3.703 1.366 0.483 -0.08
C -3.924 0.978 1.949 -0.78
C -5.417 0.905 2.258 -0.81
C -6.082 -0.046 1.267 -0.60
C -5.757 0.413 -0.154 -0.60
O -4.370 0.463 -0.387 -0.33
C -0.688 -0.308 -2.217 0.58
O 0.369 -0.810 -2.562 -0.70
C -1.971 -1.137 -2.192 0.27
C -1.612 -2.558 -1.733 -0.90
C -0.850 -2.444 -0.466 0.33
N -1.188 -1.797 0.602 0.02
N -0.130 -1.841 1.445 -0.79
C 0.797 -2.514 0.850 0.65
C 2.190 -2.739 1.293 -0.78
C 3.115 -1.861 0.440 -0.45
C 4.580 -2.015 0.829 -0.72
C 5.493 -1.177 -0.076 -1.34
C 5.199 0.291 0.056 0.53
C 4.395 0.945 -0.869 -0.21
C 4.100 2.289 -0.721 -0.44
C 4.604 2.997 0.356 -0.55
C 5.407 2.355 1.283 -0.57
C 5.700 1.012 1.133 -0.31
O 0.397 -2.940 -0.368 -0.28
H 1.272 1.143 -2.114 0.40
H 0.653 2.009 -0.692 0.46
H 0.384 2.671 -2.324 0.32
H -2.825 1.310 -1.938 0.46
H -1.846 2.710 -1.502 0.39
H -1.851 0.322 0.360 -0.30
H -1.683 2.033 0.769 0.60
H -4.109 2.380 0.309 0.38
H -3.433 1.708 2.593 0.38
H -3.463 0.003 2.114 0.30
H -5.574 0.560 3.282 0.37
H -5.862 1.900 2.164 0.33
H -7.164 -0.066 1.407 0.37
H -5.690 -1.054 1.411 0.29
H -6.154 -0.286 -0.895 0.37
H -6.200 1.407 -0.330 0.33
H -2.382 -1.171 -3.203 0.33
H -2.714 -0.729 -1.514 -0.29
H -2.520 -3.143 -1.584 0.49
H -0.970 -3.050 -2.464 0.27
H 2.266 -2.472 2.347 0.35
H 2.452 -3.792 1.164 0.35
H 2.982 -2.128 -0.611 0.32
H 2.815 -0.817 0.558 0.33
H 4.871 -3.066 0.751 0.42
H 4.714 -1.705 1.867 0.36
H 6.533 -1.367 0.201 0.42
H 5.353 -1.490 -1.112 0.43
H 3.997 0.398 -1.711 0.27
H 3.474 2.785 -1.450 0.45
H 4.375 4.047 0.471 0.38
H 5.807 2.903 2.124 0.38
H 6.330 0.515 1.858 0.39

> Look up the charge of the first one.

0

> What is the charge in the fourth record?

0